1.
Below is a 6-piece molecular cluster, C21H53N8O6P overall in a non-equilibrium geometry, with properties calculated with the ωB97M-V functional and the def2-TZVPD basis.

## Properties
LUMO level	0.4	eV
E_tot	-2062.7507	Ha
HOMO-LUMO gap	8.83	eV
SMILES	CN(C)P(=O)(N(C)C)N(C)C.CN(C)C=O.CN(C)C=O.CN(C)C=O.CN(C)C=O.CN(C)C=O

Each line ends with the Mulliken charge.
Positions of all 89 atoms, in Å:
C: -1.20 4.09 1.97  0.1458
O: -2.13 4.01 2.77  -0.6175
N: -1.44 4.44 0.67  0.2081
C: -2.77 4.56 0.10  -0.9822
C: -0.34 4.81 -0.17  -0.8947
H: -0.16 3.98 2.32  0.3797
H: -2.89 4.00 -0.83  0.2151
H: -2.87 5.60 -0.22  0.4052
H: -3.50 4.34 0.88  0.3152
H: -0.54 4.20 -1.06  0.2278
H: -0.25 5.87 -0.43  0.3119
H: 0.62 4.46 0.18  0.3019
C: 0.59 1.00 0.30  -0.6438
O: 1.65 0.88 -0.21  -0.4119
N: -0.64 1.10 -0.14  1.0484
C: -1.83 0.89 0.81  -0.7220
C: -0.86 1.22 -1.55  -0.8475
H: 0.60 0.94 1.40  0.5940
H: -2.47 0.15 0.32  0.1741
H: -2.47 1.75 0.98  0.0741
H: -1.42 0.41 1.70  0.3234
H: -1.41 2.13 -1.77  0.0140
H: 0.09 1.25 -2.09  0.1625
H: -1.57 0.49 -1.91  0.2686
C: -4.67 1.88 -1.74  0.0361
O: -4.11 1.43 -2.70  -0.6089
N: -5.17 1.11 -0.77  0.3077
C: -5.10 -0.32 -0.82  -1.1778
C: -6.22 1.55 0.15  -1.0210
H: -4.98 2.92 -1.55  0.3955
H: -4.80 -0.82 0.10  0.3988
H: -4.43 -0.68 -1.60  0.3330
H: -6.07 -0.79 -1.01  0.3814
H: -7.22 1.69 -0.27  0.3423
H: -6.20 0.90 1.03  0.3327
H: -6.01 2.55 0.52  0.3176
C: 6.33 2.25 -2.22  0.1916
O: 6.54 1.12 -1.82  -0.5880
N: 5.14 2.81 -2.06  0.1603
C: 4.81 4.21 -2.45  -0.9509
C: 3.95 2.04 -1.74  -1.0296
H: 7.06 3.00 -2.57  0.2722
H: 4.12 4.25 -3.30  0.3105
H: 5.73 4.72 -2.72  0.3369
H: 4.48 4.82 -1.61  0.3028
H: 3.25 1.96 -2.57  0.3647
H: 4.11 1.05 -1.31  0.3461
H: 3.31 2.59 -1.05  0.2497
C: 1.81 -2.59 -5.41  0.1488
O: 1.76 -2.59 -6.65  -0.6104
N: 1.38 -1.58 -4.66  0.1472
C: 1.27 -1.76 -3.29  -0.8764
C: 0.59 -0.49 -5.26  -0.9396
H: 2.04 -3.47 -4.80  0.3491
H: 2.05 -2.40 -2.88  0.4859
H: 0.28 -1.99 -2.88  0.2929
H: 1.50 -0.83 -2.79  0.0666
H: 0.85 -0.40 -6.31  0.3273
H: -0.42 -0.89 -5.14  0.3678
H: 0.57 0.49 -4.78  0.2542
O: -0.15 -1.14 2.76  -0.7705
P: 0.43 -2.49 2.78  0.2754
N: 1.80 -2.70 3.75  0.2772
C: 2.01 -1.85 4.92  -0.9910
C: 2.47 -3.99 3.95  -1.0925
N: 0.88 -3.14 1.28  0.2305
C: -0.19 -3.23 0.22  -0.8504
C: 2.09 -2.58 0.75  -1.0182
N: -0.68 -3.67 3.36  0.4321
C: -1.57 -3.34 4.50  -1.1107
C: -0.56 -5.13 3.15  -1.1017
H: 1.16 -2.00 5.58  0.2858
H: 2.17 -0.78 4.74  0.2148
H: 3.02 -2.05 5.29  0.4142
H: 2.77 -4.44 3.01  0.2928
H: 1.86 -4.65 4.58  0.2664
H: 3.43 -3.85 4.44  0.4652
H: -0.58 -2.23 0.03  0.1088
H: 0.16 -3.60 -0.74  0.4080
H: -1.09 -3.74 0.57  0.3458
H: 2.98 -2.76 1.36  0.2778
H: 2.25 -3.09 -0.20  0.3362
H: 1.97 -1.51 0.54  0.2355
H: -2.51 -3.89 4.52  0.3689
H: -1.13 -3.59 5.46  0.3621
H: -1.86 -2.30 4.68  0.2970
H: -0.11 -5.46 2.22  0.2966
H: -1.45 -5.68 3.46  0.3581
H: 0.10 -5.43 3.96  0.3183



2.
Below is a 6-piece molecular cluster, C21H54ClO21P6 overall in a non-equilibrium geometry, with properties calculated with the ωB97M-V functional and the def2-TZVPD basis.

## Properties
total charge	-1
LUMO level	-1.7	eV
E_tot	-4920.6397	Ha
HOMO-LUMO gap	0.67	eV

Each line ends with the Mulliken charge.
Positions of all 103 atoms, in Å:
C: 5.73 5.46 -2.92  -0.2004
C: 5.99 4.38 -2.50  -0.5723
C: 6.13 3.08 -1.75  -0.1163
C: 6.74 3.43 -0.32  -0.4732
C: 7.76 2.29 0.00  -0.0919
C: 8.11 2.02 1.50  -1.0566
P: 7.94 3.38 2.66  0.1891
O: 6.25 3.71 2.92  -0.5484
Cl: 8.71 5.18 1.78  -0.3556
H: 5.42 6.47 -3.10  0.4140
H: 5.17 2.56 -1.62  0.3366
H: 6.88 2.49 -2.29  0.0931
H: 7.25 4.38 -0.45  0.4146
H: 5.88 3.46 0.36  0.1538
H: 7.29 1.36 -0.39  0.2219
H: 8.66 2.46 -0.63  0.1949
H: 7.33 1.29 1.85  0.1542
H: 5.89 2.83 3.06  0.2797
C: -0.16 -0.21 -0.74  -0.6199
O: 0.84 0.83 -0.73  -0.3708
P: 0.66 2.04 -1.90  0.9472
O: 2.02 2.64 -1.72  -0.5035
O: -0.48 2.79 -1.02  -0.3081
C: -0.17 3.20 0.31  -0.5830
O: 0.16 2.93 -3.23  -0.2893
C: 0.33 2.28 -4.50  -0.7359
H: 0.01 -0.85 0.13  0.2691
H: -1.16 0.22 -0.67  0.2404
H: -0.08 -0.81 -1.64  0.3427
H: 0.90 3.30 0.46  0.3412
H: -0.57 2.47 1.01  0.1605
H: -0.65 4.16 0.49  0.2498
H: -0.26 1.37 -4.54  0.3177
H: 1.38 2.05 -4.68  0.3313
H: -0.02 2.96 -5.28  0.2298
C: -4.74 0.99 4.11  -0.8031
O: -4.27 0.85 2.76  -0.1847
P: -5.19 -0.16 1.74  0.9654
O: -4.11 -0.17 0.69  -0.7607
O: -6.27 1.02 1.46  -0.1770
C: -5.81 2.30 1.03  -0.8008
O: -6.17 -1.24 0.84  -0.1322
C: -6.08 -2.61 1.30  -0.8686
H: -4.14 1.74 4.61  0.2449
H: -5.79 1.31 4.12  0.3464
H: -4.65 0.04 4.64  0.2917
H: -4.82 2.25 0.58  0.3435
H: -5.78 2.98 1.89  0.2697
H: -6.52 2.69 0.30  0.2960
H: -6.42 -2.68 2.33  0.3868
H: -5.05 -2.97 1.23  0.3660
H: -6.72 -3.22 0.67  0.2838
C: -0.33 -3.45 5.41  -0.7200
O: -1.43 -4.18 4.85  -0.3400
P: -1.77 -3.89 3.22  1.1670
O: -3.11 -4.56 3.19  -0.7070
O: -0.57 -4.86 2.71  -0.3089
C: -0.57 -6.22 3.12  -0.7006
O: -1.82 -3.17 1.71  -0.3634
C: -2.22 -1.79 1.69  -0.4891
H: -0.15 -3.81 6.41  0.2369
H: 0.58 -3.60 4.81  0.3434
H: -0.56 -2.38 5.45  0.2854
H: -1.56 -6.56 3.42  0.3418
H: 0.12 -6.35 3.96  0.2453
H: -0.22 -6.82 2.29  0.2410
H: -1.52 -1.19 2.28  0.4319
H: -3.23 -1.69 2.11  0.1851
H: -2.23 -1.43 0.67  0.0220
C: -12.30 -1.36 -1.48  -0.7202
O: -12.17 -0.61 -0.26  -0.3349
P: -10.78 0.35 -0.12  1.1303
O: -10.90 0.63 1.35  -0.6908
O: -11.41 1.53 -1.04  -0.3051
C: -12.64 2.13 -0.64  -0.6892
O: -9.25 0.98 -0.38  -0.2884
C: -8.17 0.01 -0.37  -0.6925
H: -13.28 -1.83 -1.49  0.2386
H: -12.22 -0.70 -2.35  0.3302
H: -11.53 -2.13 -1.54  0.2891
H: -12.83 2.00 0.42  0.3515
H: -13.46 1.69 -1.22  0.2347
H: -12.58 3.19 -0.87  0.2414
H: -8.32 -0.71 -1.18  0.3686
H: -8.14 -0.50 0.58  0.4294
H: -7.24 0.53 -0.54  0.1415
C: 11.21 -3.40 -1.48  -0.7338
O: 10.03 -2.58 -1.58  -0.3010
P: 10.01 -1.45 -2.84  0.9898
O: 8.85 -0.66 -2.35  -0.5795
O: 9.60 -2.59 -3.92  -0.3220
C: 8.42 -3.34 -3.70  -0.6276
O: 10.46 -0.45 -4.12  -0.2685
C: 11.53 0.47 -3.84  -0.6810
H: 11.04 -4.15 -0.71  0.2399
H: 11.41 -3.91 -2.43  0.3351
H: 12.07 -2.79 -1.20  0.2904
H: 7.72 -2.83 -3.04  0.3217
H: 8.68 -4.31 -3.27  0.2277
H: 7.94 -3.51 -4.67  0.2370
H: 12.44 -0.07 -3.57  0.3070
H: 11.25 1.14 -3.02  0.3112
H: 11.72 1.05 -4.74  0.2252



3.
Below is a 3-piece molecular cluster, C21H54FN7O6P2S overall in a non-equilibrium geometry, with properties calculated with the ωB97M-V functional and the def2-TZVPD basis.

## Properties
LUMO level	0.1	eV
E_tot	-2847.9082	Ha
HOMO-LUMO gap	8.17	eV
relative energy (zero: lowest compared OMol25 entry of this formula, charge and spin)	449.3	kJ/mol
SMILES	CC(=O)OCCCCCCN(C)S(=O)(=O)F.CN(C)P(=O)(N(C)C)N(C)C.CN(C)P(=O)(N(C)C)N(C)C

Each line ends with the Mulliken charge.
Positions of all 92 atoms, in Å:
C: -2.05 4.13 2.47  -0.6055
C: -3.31 4.90 2.04  0.7295
O: -4.17 5.12 2.83  -0.5447
O: -3.35 5.23 0.73  -0.1235
C: -4.18 6.37 0.45  -0.6601
C: -4.55 6.31 -1.07  -0.4006
C: -5.84 5.49 -1.28  -1.0615
C: -5.78 4.00 -0.83  -0.7192
C: -4.88 3.11 -1.74  -0.7965
C: -3.76 2.36 -0.98  -0.4563
N: -2.54 2.16 -1.80  -0.0502
C: -1.74 3.42 -1.94  -0.6798
S: -1.52 1.02 -1.16  1.2019
O: -0.35 1.02 -1.97  -0.5926
O: -2.10 -0.28 -1.10  -0.6291
F: -1.02 1.43 0.31  -0.2819
H: -1.89 3.27 1.80  -0.0822
H: -1.18 4.78 2.55  0.2690
H: -2.28 3.72 3.46  0.3551
H: -3.61 7.30 0.59  0.3589
H: -5.12 6.38 1.00  0.3842
H: -3.69 5.88 -1.62  0.1166
H: -4.74 7.32 -1.44  0.4082
H: -6.15 5.45 -2.34  0.3808
H: -6.66 6.02 -0.77  0.3830
H: -6.81 3.63 -0.90  0.4561
H: -5.51 3.91 0.23  0.3955
H: -5.54 2.33 -2.14  0.3559
H: -4.48 3.64 -2.61  0.5497
H: -4.17 1.37 -0.72  0.4991
H: -3.49 2.82 -0.02  0.0302
H: -1.40 3.58 -2.96  0.2624
H: -2.36 4.27 -1.63  0.1027
H: -0.85 3.43 -1.30  0.3891
O: 0.88 -4.49 3.61  -0.8235
P: 0.12 -4.35 2.30  0.9873
N: -1.45 -4.64 2.97  -0.0004
C: -2.52 -5.42 2.39  -0.7541
C: -1.92 -3.65 3.93  -1.0076
N: 0.75 -5.77 1.57  0.2398
C: -0.04 -6.82 0.96  -1.2040
C: 1.95 -6.36 2.16  -1.0073
N: -0.53 -3.87 0.74  0.0941
C: 0.55 -3.60 -0.25  -1.4814
C: -1.35 -2.64 0.76  -1.3302
H: -2.91 -5.01 1.45  0.2629
H: -3.37 -5.49 3.08  0.3673
H: -2.23 -6.46 2.22  0.2010
H: -2.20 -2.70 3.44  0.2714
H: -1.15 -3.42 4.66  0.2787
H: -2.78 -4.00 4.49  0.3817
H: -0.43 -7.52 1.71  0.3265
H: 0.56 -7.40 0.25  0.3931
H: -0.87 -6.43 0.37  0.3580
H: 1.71 -6.94 3.07  0.2917
H: 2.68 -5.60 2.41  0.2986
H: 2.43 -7.03 1.45  0.3224
H: 1.20 -2.78 0.09  0.4555
H: 0.12 -3.33 -1.21  0.4595
H: 1.17 -4.47 -0.42  0.4067
H: -0.82 -1.81 1.25  0.4060
H: -2.30 -2.78 1.27  0.3086
H: -1.61 -2.33 -0.25  0.4540
O: 4.88 2.31 -0.63  -0.8178
P: 4.52 0.99 -1.27  0.9476
N: 4.19 0.16 0.21  0.0571
C: 4.53 -1.20 0.57  -0.7219
C: 3.04 0.66 0.97  -1.1168
N: 6.11 0.61 -1.83  0.1784
C: 6.81 -0.63 -1.59  -1.1824
C: 7.08 1.71 -1.88  -0.9963
N: 3.91 -0.34 -2.25  0.0787
C: 4.09 -0.08 -3.70  -1.1076
C: 2.46 -0.59 -2.08  -0.8384
H: 4.05 -1.97 -0.06  0.2436
H: 4.25 -1.42 1.60  0.3765
H: 5.61 -1.37 0.54  0.1859
H: 2.08 0.41 0.50  0.3299
H: 3.09 1.75 1.05  0.2817
H: 3.03 0.28 1.99  0.4131
H: 7.29 -0.64 -0.60  0.3211
H: 7.60 -0.77 -2.33  0.3901
H: 6.17 -1.50 -1.68  0.3478
H: 7.48 1.94 -0.89  0.2957
H: 6.63 2.61 -2.29  0.3182
H: 7.91 1.45 -2.54  0.3079
H: 3.56 0.82 -4.02  0.3544
H: 3.72 -0.92 -4.28  0.4035
H: 5.14 0.04 -3.97  0.3251
H: 1.87 0.31 -2.21  0.6675
H: 2.23 -1.02 -1.11  -0.4529
H: 2.11 -1.33 -2.81  0.5097



4.
Below is a 5-piece molecular cluster, C21H54N2O7 overall in a non-equilibrium geometry, with properties calculated with the ωB97M-V functional and the def2-TZVPD basis.

## Properties
LUMO level	0.9	eV
E_tot	-1468.4484	Ha
HOMO-LUMO gap	9.63	eV
relative energy (zero: lowest compared OMol25 entry of this formula, charge and spin)	389.0	kJ/mol
SMILES	COCCNCCOC.COCCNCCOC.CC(C)O.CC(C)O.CC(C)O

Each line ends with the Mulliken charge.
Positions of all 84 atoms, in Å:
C: -6.98 -10.89 -12.82  -0.7791
O: -8.19 -10.09 -12.57  -0.4066
C: -8.26 -9.47 -11.29  -0.5321
C: -7.25 -8.29 -11.30  -0.4097
N: -6.77 -7.94 -9.96  -0.4472
C: -6.40 -6.54 -9.92  -0.5130
C: -5.83 -6.18 -8.57  -0.6937
O: -4.43 -6.04 -8.50  -0.3365
C: -3.86 -6.00 -7.21  -0.7598
H: -6.27 -11.00 -12.00  0.3374
H: -6.37 -10.27 -13.47  0.3083
H: -7.27 -11.85 -13.25  0.2693
H: -7.94 -10.20 -10.55  0.3389
H: -9.26 -9.20 -10.96  0.3349
H: -7.65 -7.37 -11.72  0.2870
H: -6.42 -8.53 -11.97  0.2980
H: -5.87 -8.39 -10.01  0.2729
H: -7.25 -5.92 -10.20  0.3754
H: -5.54 -6.53 -10.59  0.3915
H: -6.14 -6.89 -7.81  0.3892
H: -6.18 -5.25 -8.14  0.3879
H: -3.92 -6.93 -6.64  0.3178
H: -4.19 -5.12 -6.66  0.3063
H: -2.78 -5.88 -7.31  0.2630
C: 1.90 7.76 -0.52  -0.7945
O: 3.23 8.19 -0.60  -0.3292
C: 4.03 7.54 0.35  -0.2845
C: 5.31 8.49 0.30  -0.7388
N: 5.22 9.63 1.29  -0.3778
C: 5.19 9.09 2.55  -0.5375
C: 5.35 10.29 3.62  -0.6422
O: 4.71 9.65 4.78  -0.3152
C: 4.06 10.68 5.50  -0.7051
H: 1.85 6.69 -0.73  0.3203
H: 1.29 8.25 -1.29  0.2535
H: 1.40 7.98 0.42  0.3236
H: 4.25 6.49 0.17  0.3331
H: 3.36 7.58 1.22  0.2361
H: 5.54 8.73 -0.73  0.4001
H: 6.21 7.98 0.62  0.4550
H: 6.05 10.20 1.20  0.2425
H: 6.07 8.46 2.70  0.2631
H: 4.26 8.56 2.76  0.2842
H: 4.78 11.12 3.21  0.4628
H: 6.37 10.63 3.81  0.3285
H: 3.04 10.69 5.14  0.2538
H: 4.64 11.60 5.45  0.3130
H: 4.13 10.44 6.56  0.2555
C: -6.23 3.64 7.32  -1.2513
C: -4.81 3.04 7.30  0.3798
C: -4.36 2.82 5.81  -1.1745
O: -3.85 3.80 7.88  -0.5375
H: -6.15 4.64 6.91  0.3164
H: -6.50 3.91 8.35  0.3407
H: -7.00 3.15 6.73  0.3550
H: -4.81 2.09 7.83  0.2573
H: -5.08 2.24 5.23  0.3581
H: -3.42 2.28 5.76  0.3080
H: -4.17 3.76 5.29  0.3034
H: -3.93 4.73 7.65  0.3445
C: 3.56 -1.97 -0.25  -1.2551
C: 3.07 -3.30 0.44  0.3157
C: 1.66 -3.08 0.98  -1.0918
O: 2.91 -4.23 -0.60  -0.5518
H: 4.52 -2.13 -0.74  0.3180
H: 3.78 -1.14 0.42  0.3698
H: 2.76 -1.72 -0.95  0.3121
H: 3.90 -3.55 1.10  0.2912
H: 1.45 -4.02 1.49  0.3113
H: 0.91 -3.04 0.19  0.3296
H: 1.62 -2.26 1.71  0.3346
H: 2.76 -5.13 -0.32  0.3164
C: 6.04 -2.62 7.89  -1.3530
C: 6.27 -1.98 9.26  0.5549
C: 6.22 -3.15 10.26  -1.3012
O: 7.54 -1.42 9.16  -0.5302
H: 6.95 -3.16 7.62  0.3302
H: 5.90 -1.90 7.08  0.3207
H: 5.16 -3.25 7.76  0.3788
H: 5.52 -1.20 9.42  0.2014
H: 7.07 -3.81 10.13  0.3827
H: 5.36 -3.80 10.12  0.3437
H: 6.27 -2.90 11.32  0.3590
H: 7.86 -1.34 10.07  0.3131



5.
Below is C21H54NO9S6V as an isolated structure in a non-equilibrium geometry, with properties calculated with the ωB97M-V functional and the def2-TZVPD basis.

## Properties
total charge	-1
LUMO level (alpha / beta)	1.7 / 1.7	eV
E_tot	-4897.2969	Ha
HOMO-LUMO gap (alpha / beta)	3.94 / 4.06	eV
spin multiplicity	2

Each line ends with the Mulliken charge.
Positions of all 92 atoms, in Å:
O: 8.53 15.50 16.98  -0.7963
V: 10.03 15.89 17.45  0.3944
O: 9.92 16.68 18.85  -0.6590
C: 7.45 12.64 18.85  -1.7014
C: 8.72 12.50 19.64  2.0753
C: 8.81 11.27 20.60  -1.4516
C: 9.11 9.93 20.09  -0.5651
C: 10.39 10.03 19.36  -1.5904
C: 10.49 11.21 18.26  1.8010
N: 10.02 12.45 18.82  -0.1025
O: 10.44 13.67 18.19  0.4601
C: 9.59 10.83 17.05  -1.8251
C: 12.00 11.28 17.86  -1.4417
C: 8.78 13.67 20.68  -1.9951
H: 7.44 13.24 17.94  0.0733
H: 6.65 13.14 19.40  0.4505
H: 7.05 11.68 18.54  0.3719
H: 7.84 11.27 21.11  0.3702
H: 9.54 11.44 21.39  0.3869
H: 8.30 9.62 19.44  0.3176
H: 9.16 9.22 20.91  0.3908
H: 10.73 9.08 18.93  0.3504
H: 11.27 10.13 20.00  0.4752
H: 10.04 10.17 16.31  0.4399
H: 9.21 11.64 16.44  0.1766
H: 8.69 10.30 17.37  0.3300
H: 12.67 11.42 18.70  0.4196
H: 12.16 12.13 17.20  -0.3555
H: 12.31 10.39 17.32  0.5161
H: 8.89 14.71 20.38  0.1017
H: 9.66 13.60 21.33  0.3882
H: 7.92 13.71 21.35  0.4772
C: 11.58 13.01 14.65  -0.3307
S: 11.06 14.75 14.14  0.1606
O: 10.81 15.38 15.52  0.3256
C: 12.71 15.36 13.59  -0.7359
H: 11.84 12.48 13.74  0.5254
H: 10.70 12.61 15.16  -0.1350
H: 12.39 13.25 15.35  0.0433
H: 13.22 15.60 14.52  -0.0439
H: 12.64 16.11 12.80  0.3543
H: 13.37 14.59 13.18  0.4057
C: 9.90 16.32 22.41  -0.6163
S: 9.19 17.33 23.75  0.4376
O: 10.32 17.60 24.74  -0.6728
C: 9.18 19.00 22.91  -0.8070
H: 9.91 15.28 22.72  0.3197
H: 10.97 16.48 22.22  0.3235
H: 9.33 16.45 21.49  0.1835
H: 8.37 18.91 22.18  0.2487
H: 10.13 19.14 22.38  0.2484
H: 8.94 19.84 23.57  0.3746
C: 10.50 19.05 13.96  -0.9144
S: 10.64 19.06 15.82  0.3296
O: 9.87 17.83 16.29  -0.2032
C: 12.43 18.75 15.90  -0.6551
H: 10.64 18.02 13.62  0.1231
H: 11.23 19.73 13.53  0.4186
H: 9.49 19.32 13.68  0.3121
H: 12.61 17.72 15.58  -0.1533
H: 12.85 18.98 16.88  0.3140
H: 12.93 19.38 15.17  0.5164
C: 7.73 19.71 18.49  -0.7609
S: 7.08 20.39 16.84  0.4115
O: 6.12 21.49 17.36  -0.6767
C: 6.20 18.84 16.35  -0.8031
H: 6.95 19.81 19.25  0.4259
H: 8.59 20.36 18.68  0.3473
H: 8.03 18.67 18.38  0.0426
H: 6.85 18.16 15.80  0.1768
H: 5.31 19.09 15.77  0.4375
H: 5.80 18.35 17.23  0.2972
C: 7.18 14.72 13.87  -0.5228
S: 5.85 13.93 12.85  0.4289
O: 5.52 12.64 13.61  -0.6232
C: 4.53 15.19 13.19  -0.8655
H: 7.22 15.79 13.65  0.2909
H: 8.17 14.28 13.73  0.1481
H: 6.93 14.60 14.93  0.2287
H: 4.60 15.65 14.18  0.2529
H: 3.62 14.61 13.02  0.3410
H: 4.63 16.01 12.48  0.3278
C: 14.62 14.81 17.79  -0.5874
S: 13.41 16.03 18.54  0.2630
O: 12.31 16.01 17.49  -0.2340
C: 12.78 15.04 20.00  0.0108
H: 13.96 13.96 17.62  -0.1430
H: 15.44 14.64 18.49  0.3938
H: 14.88 15.06 16.76  0.3179
H: 12.55 14.01 19.71  -0.1731
H: 11.92 15.57 20.38  -0.3426
H: 13.55 15.11 20.77  0.6092



Question: What is the formula in the second record?
Answer: C21H54ClO21P6



Question: Among the records above, which one has the lowest E_tot?
Answer: C21H54ClO21P6



Question: Number 4 is which compound?
Answer: C21H54N2O7